Entry 1:
C6H11N4 | wB97M-V/def2-TZVPD

The geometry in XYZ format:
```
21
Properties=species:S:1:pos:R:3:lowdin_charge:R:1
C -2.27 0.03 -0.62 -0.176
C -0.92 1.15 0.75 -0.058
C -0.96 -1.18 0.68 -0.066
C 1.43 1.12 -0.37 -0.097
C 1.42 -1.06 -0.47 -0.098
C -1.00 0.08 -1.53 0.142
N -1.78 0.00 0.72 -0.093
N -0.04 0.72 -0.38 -0.121
N -0.07 -0.71 -0.44 -0.107
N 2.02 0.00 0.35 0.035
H -2.94 0.90 -0.77 0.146
H -2.72 -0.95 -0.93 0.143
H -1.36 2.07 0.64 0.129
H -0.38 1.27 1.64 0.131
H -0.28 -1.49 1.54 0.170
H -1.63 -2.02 0.42 0.153
H 1.60 1.16 -1.49 0.157
H 1.35 2.11 0.03 0.135
H 1.53 -2.06 -0.02 0.141
H 1.65 -1.14 -1.61 0.169
H 3.06 0.10 0.41 0.165
```

As for the net charge: +1. The LUMO energy is -2.6 eV. The largest force on an atom comes out at 3.1 eV Å⁻¹. The multiplicity is 1. The energy above the lowest of the compared OMol25 structures with the same formula, charge and spin comes out at 140.5 kcal/mol. The value obtained for the total energy is -12348.3725 eV.

=====

Entry 2:
C6H11N4 | wB97M-V/def2-TZVPD

The geometry in XYZ format:
```
21
Properties=species:S:1:pos:R:3:lowdin_charge:R:1
C -2.06 -1.86 2.24 -0.063
C -1.43 -0.67 1.75 -0.210
C -1.06 -1.18 0.53 -0.003
C 0.80 0.14 -1.30 -0.457
C -1.26 0.55 2.51 -0.049
C 1.33 0.89 -2.48 0.004
N -2.16 -2.83 1.33 0.081
N -1.50 -2.39 0.23 0.025
N 1.82 -0.31 -0.64 0.217
N -0.44 -0.18 -1.15 0.232
H -2.46 -2.03 3.21 0.124
H -0.89 1.54 2.05 0.124
H -1.98 0.80 3.22 0.062
H -0.45 0.55 3.21 0.078
H 1.99 0.09 -3.08 0.164
H 0.55 1.46 -3.06 0.113
H 1.98 1.68 -2.24 0.072
H -1.63 -2.77 -0.66 0.149
H 2.63 -0.17 -1.10 0.076
H 1.69 -1.04 0.03 0.137
H -1.25 0.18 -1.63 0.125
```

As for the net charge: +1. The LUMO energy is -4.3 eV. The largest force on an atom comes out at 5.2 eV Å⁻¹. The multiplicity is 1. The energy above the lowest of the compared OMol25 structures with the same formula, charge and spin comes out at 86.5 kcal/mol. The value obtained for the total energy is -12350.7138 eV.

=====

Entry 3:
C6H11N4 | wB97M-V/def2-TZVPD

The geometry in XYZ format:
```
21
Properties=species:S:1:pos:R:3:lowdin_charge:R:1
C 3.00 0.96 0.65 0.018
C 1.70 0.47 0.15 -0.390
N 1.62 -0.35 -0.91 0.248
N 0.63 0.85 0.81 0.198
C -0.95 0.42 0.24 -0.069
N -1.90 1.36 0.47 0.016
N -3.15 0.91 0.12 0.100
C -2.92 -0.30 -0.38 -0.080
C -1.59 -0.67 -0.24 -0.285
C -1.18 -2.02 -0.48 -0.033
H 2.90 2.12 0.82 0.143
H 2.99 0.56 1.70 0.132
H 3.85 0.84 -0.02 0.102
H 2.36 -0.27 -1.50 0.094
H 0.73 -0.64 -1.30 0.118
H 0.61 1.72 1.38 0.163
H -1.61 2.29 0.66 0.151
H -3.65 -1.11 -0.52 0.143
H -1.62 -2.65 0.20 0.080
H -1.63 -2.35 -1.40 0.112
H -0.18 -2.14 -0.46 0.037
```

As for the net charge: +1. The LUMO energy is -3.7 eV. The largest force on an atom comes out at 5.0 eV Å⁻¹. The multiplicity is 1. The energy above the lowest of the compared OMol25 structures with the same formula, charge and spin comes out at 53.3 kcal/mol. As for the SMILES: C/C(N)=[NH+]/c1[nH]ncc1C. The value obtained for the total energy is -12352.1554 eV.

=====

Entry 4:
C6H11N4O | wB97M-V/def2-TZVPD

The geometry in XYZ format:
```
22
Properties=species:S:1:pos:R:3:lowdin_charge:R:1
C -2.47 -0.02 -0.62 -0.056
N -1.15 -0.33 -0.20 -0.168
C -0.59 0.09 1.07 -0.165
C 0.50 1.12 1.36 -0.064
N 1.32 1.86 0.68 0.075
C 1.56 1.59 -0.65 -0.180
N 1.28 0.16 -1.10 0.159
C 1.61 -1.09 -0.14 -0.437
O 2.75 -1.30 0.07 0.187
N 0.62 -1.86 0.33 0.154
C -0.82 -1.41 0.64 -0.075
H -3.12 -0.91 -0.40 0.108
H -3.01 0.83 -0.08 0.121
H -2.44 0.32 -1.68 0.099
H -1.20 0.34 2.02 0.169
H 0.44 1.27 2.42 0.115
H 2.61 1.85 -0.89 0.140
H 0.92 2.34 -1.33 0.186
H 1.70 -0.11 -1.96 0.155
H 0.22 0.11 -1.21 0.136
H 0.87 -2.81 0.51 0.156
H -1.59 -2.01 1.18 0.185
```

As for the net charge: +1. The LUMO energy is -3.7 eV. The largest force on an atom comes out at 4.6 eV Å⁻¹. The multiplicity is 1. The energy above the lowest of the compared OMol25 structures with the same formula, charge and spin comes out at 74.3 kcal/mol. As for the SMILES: CN1[C@@H]2/C=N\C[NH2+]C(=O)N[C@@H]21. The value obtained for the total energy is -14397.7940 eV.

=====

Entry 5:
C6H11N4S | wB97M-V/def2-TZVPD

The geometry in XYZ format:
```
22
Properties=species:S:1:pos:R:3:lowdin_charge:R:1
N 1.16 -1.38 -2.50 0.020
C 1.59 -1.20 -1.07 -0.151
C 0.80 0.02 -0.44 0.006
N -0.45 0.26 -0.65 0.118
C -1.42 1.28 0.36 -0.554
S -3.02 0.53 0.35 0.862
N -0.96 1.39 1.65 -0.111
C -1.36 0.45 2.64 -0.086
C -0.49 0.59 3.64 -0.114
N 0.46 1.53 3.38 0.122
C 0.13 1.96 2.24 -0.206
H 1.67 -0.94 -3.23 0.077
H 1.41 -2.36 -2.59 0.075
H 2.65 -1.03 -0.96 0.116
H 1.27 -1.91 -0.34 0.118
H 1.30 0.49 0.34 0.108
H -0.94 -0.40 -1.28 0.141
H -1.19 2.28 -0.06 0.146
H -3.32 0.84 -1.06 -0.009
H -2.20 -0.23 2.64 0.092
H -0.34 0.10 4.55 0.103
H 0.68 2.70 1.74 0.127
```

As for the net charge: +1. The LUMO energy is -4.3 eV. The largest force on an atom comes out at 4.6 eV Å⁻¹. The multiplicity is 1. The energy above the lowest of the compared OMol25 structures with the same formula, charge and spin comes out at 83.6 kcal/mol. As for the SMILES: NC/C=[NH+]/[C@@H](S)n1ccnc1. The value obtained for the total energy is -23186.7987 eV.

=====

Entry 6:
C6H11N5 | wB97M-V/def2-TZVPD

The geometry in XYZ format:
```
22
Properties=species:S:1:pos:R:3:mulliken_spin:R:1
C 0.50 -0.39 0.80 0.008
C -0.93 -2.40 0.74 0.006
C -1.91 -2.14 -1.08 0.009
C -0.48 -1.13 0.25 0.023
C 1.25 0.82 0.38 0.027
C -1.16 0.06 -1.81 0.000
N -1.78 -2.92 -0.03 0.001
N 1.79 0.84 -0.86 0.042
N 0.79 1.95 2.42 0.634
N 1.19 1.87 1.17 0.372
N -1.08 -1.14 -1.00 -0.002
H 0.59 -0.50 1.88 -0.005
H -0.52 -3.11 1.42 0.000
H -2.48 -2.32 -1.88 0.001
H -1.21 0.93 -1.21 0.000
H -0.23 0.24 -2.39 0.000
H -2.01 0.11 -2.44 0.000
H 2.11 -0.02 -1.32 -0.002
H 2.19 1.60 -1.25 0.017
H -0.17 2.17 2.70 -0.014
H 1.56 2.15 2.97 -0.009
H 2.00 3.31 0.56 0.892
```

As for the net charge: +2. The LUMO energy (spin up / spin down) is -10.5 / -11.2 eV. The largest force on an atom comes out at 4.1 eV Å⁻¹. The multiplicity is 3. The energy above the lowest of the compared OMol25 structures with the same formula, charge and spin comes out at 59.2 kcal/mol. The value obtained for the total energy is -13825.7970 eV.

=====

Entry 7:
C6H11NO | wB97M-V/def2-TZVPD

The geometry in XYZ format:
```
19
Properties=species:S:1:pos:R:3:lowdin_charge:R:1
C 2.25 0.16 -0.79 -0.248
C 1.05 -0.36 0.02 -0.186
C 0.20 0.66 0.87 0.023
C -1.15 0.46 0.79 -0.146
C -1.99 0.12 -0.20 0.084
C -3.58 -0.24 0.06 -0.507
O -4.41 0.74 0.07 -0.157
N 3.67 -0.77 -0.13 -0.001
H 3.02 0.56 -0.07 0.085
H 2.07 1.09 -1.43 0.147
H 1.48 -1.22 0.71 0.160
H 0.41 -0.80 -0.77 0.106
H 0.51 1.40 1.64 0.127
H -1.72 0.70 1.72 0.149
H -1.73 0.40 -1.21 0.118
H -3.56 -0.58 1.12 0.096
H -3.80 -1.11 -0.56 0.088
H 4.44 -0.43 -0.56 -0.047
H 2.84 -0.77 -1.28 0.110
```

The LUMO energy is -2.4 eV. The largest force on an atom comes out at 4.0 eV Å⁻¹. The multiplicity is 1. The energy above the lowest of the compared OMol25 structures with the same formula, charge and spin comes out at 288.8 kcal/mol. The value obtained for the total energy is -9925.9329 eV.

=====

Entry 8:
C6H11NO | wB97M-V/def2-TZVPD

The geometry in XYZ format:
```
19
Properties=species:S:1:pos:R:3:lowdin_charge:R:1
H 2.06 3.00 1.21 0.055
N 1.41 2.23 1.05 0.066
C 1.81 1.34 0.25 -0.137
C 0.92 -0.22 0.03 -0.238
C 1.61 -1.22 -0.49 0.040
C -0.42 0.17 0.26 -0.303
C -1.12 0.85 -0.90 -0.063
C -1.20 -1.44 0.64 -0.164
O -2.59 -1.41 0.55 -0.085
H 2.78 1.37 -0.27 0.089
H 2.66 -1.09 -0.74 0.057
H 1.18 -2.19 -0.67 0.053
H -0.53 0.73 1.19 0.118
H -0.80 1.89 -0.95 0.074
H -2.20 0.87 -0.73 0.073
H -0.92 0.35 -1.84 0.086
H -0.97 -1.55 1.70 0.105
H -0.83 -2.31 0.09 0.092
H -2.85 -1.37 -0.38 0.082
```

The LUMO energy is 0.9 eV. The largest force on an atom comes out at 6.4 eV Å⁻¹. The multiplicity is 1. The energy above the lowest of the compared OMol25 structures with the same formula, charge and spin comes out at 86.1 kcal/mol. As for the SMILES: [H]/N=C/C(=C)[C@@H](C)CO. The value obtained for the total energy is -9934.7200 eV.